A cluster of 8 separate species, C28H35N3O26S5 in total in a non-equilibrium geometry. Source: OMol25; level of theory: the ωB97M-V functional and the def2-TZVPD basis.

CARTESIAN COORDINATES (ANGSTROEM)
1 O -4.538 0.798 7.121
2 N -3.936 0.580 8.197
3 O -2.932 -0.165 8.234
4 C -4.410 1.208 9.436
5 C -4.844 2.576 9.408
6 C -5.598 3.093 10.504
7 C -5.750 2.287 11.671
8 C -5.064 1.050 11.747
9 C -4.489 0.519 10.595
10 H -4.725 3.028 8.434
11 H -6.181 3.995 10.386
12 H -6.250 2.707 12.531
13 H -5.168 0.440 12.632
14 H -4.195 -0.512 10.470
15 O -1.904 8.430 -6.106
16 N -1.725 7.622 -5.228
17 O -2.576 6.773 -4.889
18 C -0.449 7.726 -4.494
19 C -0.204 6.805 -3.504
20 C 1.025 6.751 -2.862
21 C 1.988 7.727 -3.208
22 C 1.747 8.613 -4.212
23 C 0.509 8.667 -4.811
24 H -0.936 6.109 -3.122
25 H 1.138 6.179 -1.953
26 H 2.960 7.711 -2.738
27 H 2.426 9.349 -4.619
28 H 0.316 9.398 -5.582
29 O 1.321 -7.517 -3.000
30 N 1.011 -8.175 -3.983
31 O 0.631 -9.354 -3.902
32 C 1.260 -7.610 -5.292
33 C 1.421 -8.525 -6.366
34 C 1.565 -7.987 -7.639
35 C 1.706 -6.639 -7.833
36 C 1.520 -5.695 -6.765
37 C 1.237 -6.242 -5.490
38 H 1.303 -9.595 -6.281
39 H 1.716 -8.563 -8.541
40 H 1.753 -6.230 -8.832
41 H 1.588 -4.621 -6.859
42 H 1.183 -5.551 -4.662
43 O 6.416 -0.746 4.201
44 S 5.991 -2.066 4.658
45 O 4.898 -2.099 5.672
46 O 5.828 -3.183 3.465
47 C 6.387 -4.439 3.680
48 C 7.502 -4.116 4.646
49 O 7.365 -2.818 5.233
50 H 5.630 -5.039 4.185
51 H 6.550 -4.928 2.719
52 H 8.380 -3.881 4.044
53 H 7.686 -4.886 5.395
54 O -4.750 -5.750 -0.578
55 S -5.864 -5.189 0.208
56 O -6.307 -3.809 0.013
57 O -7.135 -6.173 0.441
58 C -7.497 -6.236 1.785
59 C -6.655 -5.291 2.627
60 O -5.505 -5.286 1.791
61 H -8.564 -6.030 1.862
62 H -7.397 -7.273 2.106
63 H -6.428 -5.687 3.616
64 H -7.074 -4.285 2.590
65 O 9.311 7.900 1.768
66 S 8.286 7.985 0.747
67 O 8.211 9.208 -0.043
68 O 8.304 6.608 -0.246
69 C 7.554 5.551 0.312
70 C 6.741 6.129 1.498
71 O 6.782 7.551 1.367
72 H 6.855 5.231 -0.460
73 H 8.209 4.718 0.569
74 H 7.193 6.023 2.484
75 H 5.722 5.746 1.554
76 O 1.250 0.040 -2.191
77 S 1.339 0.101 -0.723
78 O 2.506 0.499 -0.003
79 O 0.004 0.889 -0.301
80 C -0.654 0.271 0.796
81 C 0.103 -0.978 1.163
82 O 0.747 -1.233 -0.019
83 H -0.719 1.086 1.517
84 H -1.705 0.158 0.530
85 H -0.556 -1.750 1.559
86 H 0.899 -0.700 1.854
87 O -3.457 0.287 -9.678
88 S -3.233 0.778 -8.329
89 O -2.339 1.932 -8.140
90 O -4.574 0.926 -7.402
91 C -4.756 -0.017 -6.398
92 C -3.372 -0.498 -6.088
93 O -2.709 -0.473 -7.356
94 H -5.201 0.323 -5.464
95 H -5.319 -0.865 -6.787
96 H -3.410 -1.519 -5.710
97 H -2.921 0.144 -5.330

Calculated values
* 2S+1: 1
* E: -5198.8128 a.u.
* HOMO-LUMO gap: 9.2 eV

These are the Löwdin partial charges, in e, on atoms 1 to 2:
1. O 0.059
2. N -0.312

=====

An isolated molecule of C28H35N5O2S in a non-equilibrium geometry. Source: OMol25; level of theory: the ωB97M-V functional and the def2-TZVPD basis.

CARTESIAN COORDINATES (ANGSTROEM)
1 C 0.822 -6.217 -0.430
2 C -0.272 -5.542 0.342
3 C -1.186 -6.308 1.053
4 C -2.213 -5.707 1.754
5 C -2.316 -4.330 1.781
6 C -1.400 -3.541 1.091
7 N -1.482 -2.130 1.093
8 C -2.779 -1.525 1.308
9 C -2.710 -0.079 0.823
10 N -1.677 0.643 1.538
11 C -1.986 1.825 2.121
12 O -3.135 2.197 2.259
13 C -0.873 2.636 2.776
14 S 0.610 3.008 1.787
15 C -0.083 3.082 0.160
16 N -1.376 3.087 0.159
17 C -2.060 2.905 -0.992
18 C -3.461 2.929 -1.006
19 C -4.118 2.627 -2.171
20 C -3.404 2.292 -3.330
21 C -2.033 2.268 -3.337
22 C -1.329 2.596 -2.166
23 N 0.019 2.636 -2.160
24 C 0.677 2.957 -1.062
25 N 2.011 3.134 -1.187
26 C 2.945 3.534 -0.167
27 C 3.825 2.336 0.227
28 C 4.912 2.745 1.209
29 O 4.464 1.810 -0.925
30 C 3.586 1.462 -1.982
31 C 2.737 0.228 -1.667
32 C 2.698 2.660 -2.368
33 C -0.382 0.018 1.434
34 C -0.482 -1.443 1.884
35 C -0.387 -4.151 0.338
36 C 0.545 -3.322 -0.497
37 H 1.795 -5.806 -0.164
38 H 0.682 -6.076 -1.502
39 H 0.829 -7.285 -0.226
40 H -1.096 -7.385 1.048
41 H -2.927 -6.310 2.295
42 H -3.107 -3.867 2.351
43 H -3.528 -2.068 0.729
44 H -3.074 -1.526 2.371
45 H -3.655 0.437 0.993
46 H -2.476 -0.065 -0.250
47 H -0.495 2.123 3.663
48 H -1.317 3.587 3.072
49 H -3.980 3.172 -0.092
50 H -5.198 2.640 -2.201
51 H -3.948 2.053 -4.232
52 H -1.473 2.024 -4.226
53 H 2.438 3.942 0.704
54 H 3.589 4.313 -0.593
55 H 3.184 1.568 0.687
56 H 4.461 3.135 2.117
57 H 5.528 1.884 1.453
58 H 5.546 3.506 0.763
59 H 4.260 1.231 -2.814
60 H 2.268 -0.132 -2.578
61 H 3.366 -0.557 -1.256
62 H 1.956 0.465 -0.949
63 H 1.957 2.371 -3.111
64 H 3.323 3.469 -2.760
65 H 0.351 0.530 2.054
66 H -0.048 0.049 0.386
67 H 0.485 -1.931 1.762
68 H -0.746 -1.464 2.957
69 H 0.140 -2.323 -0.626
70 H 0.673 -3.774 -1.478
71 H 1.531 -3.248 -0.037

Calculated values
* 2S+1: 1
* E: -1910.4408 a.u.
* HOMO-LUMO gap: 7.9 eV

These are the natural (NBO) partial charges, in e, on atoms 1 to 2:
1. C -0.633
2. C -0.017

=====

A structure of composition C28H36As2CrSi in a non-equilibrium geometry. Source: OMol25; level of theory: the ωB97M-V functional and the def2-TZVPD basis.

CARTESIAN COORDINATES (ANGSTROEM)
1 C -0.513 2.518 2.665
2 C -1.569 1.672 2.164
3 C -1.206 0.306 2.439
4 H -2.515 2.009 1.739
5 C 0.071 0.305 3.103
6 C 0.495 1.674 3.243
7 H 1.368 2.026 3.789
8 H -0.553 3.602 2.734
9 H -1.834 -0.568 2.276
10 H 0.564 -0.563 3.532
11 Cr 0.299 1.161 1.108
12 C -0.108 -0.153 -0.473
13 H 0.104 -1.073 0.104
14 H 0.488 -0.093 -1.387
15 H -1.175 0.057 -0.682
16 Si -1.558 -2.390 -1.202
17 C -2.916 -2.394 -2.484
18 C -4.141 -1.997 -1.919
19 H -4.186 -1.761 -0.852
20 C -5.291 -1.877 -2.702
21 H -6.215 -1.541 -2.234
22 C -5.246 -2.181 -4.067
23 H -6.154 -2.101 -4.671
24 C -4.038 -2.604 -4.635
25 H -4.013 -2.848 -5.702
26 C -2.871 -2.706 -3.858
27 H -1.935 -3.016 -4.328
28 C -1.457 -4.072 -0.430
29 C -2.464 -5.016 -0.698
30 H -3.073 -4.921 -1.600
31 C -2.729 -6.028 0.231
32 H -3.563 -6.708 0.059
33 C -1.950 -6.151 1.386
34 H -2.182 -6.920 2.127
35 C -0.864 -5.287 1.588
36 H -0.239 -5.399 2.477
37 C -0.589 -4.269 0.664
38 H 0.261 -3.593 0.818
39 H -2.081 -1.634 -0.043
40 H -0.266 -1.975 -1.823
41 C -0.355 4.611 0.098
42 As 0.720 3.044 -0.325
43 C 1.200 3.192 -2.229
44 C 2.463 3.594 0.423
45 C 2.885 4.921 0.411
46 C 4.174 5.230 0.883
47 C 5.013 4.228 1.369
48 C 4.568 2.899 1.424
49 C 3.303 2.585 0.939
50 As 2.622 0.720 0.910
51 C 3.607 -0.158 2.342
52 C 3.440 0.035 -0.726
53 H -1.401 4.326 -0.059
54 H -0.066 5.433 -0.570
55 H -0.188 4.865 1.146
56 H 1.901 4.027 -2.352
57 H 1.660 2.252 -2.565
58 H 0.264 3.381 -2.769
59 H 2.234 5.708 0.029
60 H 4.516 6.265 0.853
61 H 6.009 4.480 1.730
62 H 5.207 2.119 1.833
63 H 3.479 0.426 3.258
64 H 3.169 -1.156 2.465
65 H 4.663 -0.235 2.057
66 H 4.453 -0.301 -0.478
67 H 3.466 0.829 -1.478
68 H 2.837 -0.809 -1.078

Calculated values
* 2S+1: 4
* E: -6893.7376 a.u.
* HOMO-LUMO gap (spin up / spin down): 8.2 / 7.6 eV
* total charge: +1

These are the natural (NBO) partial charges, in e, on atoms 1 to 2:
1. C -0.281
2. C -0.294

=====

A structure of composition C28H36CoN4O2P2 in a non-equilibrium geometry. Source: OMol25; level of theory: the ωB97M-V functional and the def2-TZVPD basis.

CARTESIAN COORDINATES (ANGSTROEM)
1 Co 0.118 0.124 3.048
2 C -1.990 1.863 -4.532
3 C -2.072 0.607 -4.092
4 C -1.305 -0.573 -4.617
5 C 0.126 -0.287 -5.121
6 C 0.964 0.574 -4.213
7 C 1.032 1.909 -4.256
8 C 0.309 2.799 -5.236
9 C -1.114 2.357 -5.651
10 C 1.484 0.647 4.367
11 H -2.636 2.650 -4.113
12 H -2.823 0.341 -3.340
13 H -1.866 -1.045 -5.441
14 H -1.262 -1.331 -3.820
15 H 0.635 -1.258 -5.212
16 H 0.077 0.135 -6.130
17 H 1.590 0.003 -3.514
18 H 1.720 2.454 -3.601
19 H 0.901 2.909 -6.160
20 H 0.255 3.807 -4.800
21 H -1.611 3.241 -6.080
22 H -1.044 1.617 -6.455
23 H 0.932 1.394 4.967
24 H 2.440 1.081 4.029
25 H 1.668 -0.251 4.987
26 P 1.598 -0.427 1.626
27 P -1.252 -0.893 1.643
28 N 2.625 0.869 1.108
29 N 2.721 -1.673 2.165
30 N -2.042 0.441 0.774
31 N -2.671 -1.782 2.052
32 C 0.990 -1.092 0.066
33 C -0.388 -1.742 0.290
34 C 2.521 2.184 1.570
35 C 3.512 2.939 0.949
36 C 4.235 2.064 0.072
37 C 3.668 0.802 0.185
38 C 3.621 -1.536 3.227
39 C 4.367 -2.706 3.327
40 C 3.912 -3.596 2.302
41 C 2.892 -2.945 1.618
42 C -2.175 1.734 1.291
43 C -2.602 2.575 0.280
44 C -2.764 1.788 -0.898
45 C -2.431 0.475 -0.562
46 C -3.828 -1.972 1.283
47 C -4.709 -2.771 2.002
48 C -4.070 -3.107 3.240
49 C -2.822 -2.503 3.245
50 H 1.703 -1.816 -0.344
51 H 0.923 -0.245 -0.638
52 H -1.002 -1.719 -0.618
53 H -0.304 -2.791 0.622
54 H 1.751 2.449 2.280
55 H 3.679 3.994 1.101
56 H 5.063 2.346 -0.566
57 H 3.902 -0.132 -0.307
58 H 3.614 -0.649 3.838
59 H 5.136 -2.900 4.062
60 H 4.275 -4.595 2.103
61 H 2.265 -3.291 0.813
62 H -1.969 1.934 2.329
63 H -2.775 3.637 0.382
64 H -3.068 2.130 -1.872
65 H -2.448 -0.422 -1.161
66 H -3.922 -1.519 0.309
67 H -5.694 -3.083 1.685
68 H -4.485 -3.716 4.033
69 H -2.036 -2.501 3.985
70 O -2.530 -0.367 5.680
71 C -1.526 -0.021 5.061
72 O -1.499 0.663 3.935
73 H -0.492 -0.282 5.418

Calculated values
* ΔE to the lowest compared entry with this formula, charge and spin: 0.0 kcal per mole
* 2S+1: 4
* E: -3523.3871 a.u.
* HOMO-LUMO gap (spin up / spin down): 6.8 / 7.6 eV

These are the Löwdin partial charges, in e, on atoms 1 to 2:
1. Co 0.299
2. C -0.108

=====

A structure of composition C28H36FN6O9SScSe in a non-equilibrium geometry. Source: OMol25; level of theory: the ωB97M-V functional and the def2-TZVPD basis.

CARTESIAN COORDINATES (ANGSTROEM)
1 Sc 0.426 -0.280 -0.392
2 C -0.406 0.908 -3.819
3 C 0.676 0.417 -2.892
4 O 0.590 -0.817 -2.497
5 C 1.631 1.285 -2.424
6 C 2.768 0.883 -1.568
7 C 4.119 0.729 -2.227
8 N 2.577 0.612 -0.329
9 N 3.628 -0.003 0.379
10 C 3.354 -1.285 0.435
11 O 2.355 -1.856 -0.108
12 C 4.383 -2.159 1.101
13 C 5.615 -1.665 1.521
14 C 6.536 -2.500 2.137
15 C 6.237 -3.842 2.345
16 C 5.009 -4.340 1.928
17 C 4.090 -3.503 1.309
18 H -1.354 0.658 -3.329
19 H -0.365 0.348 -4.759
20 H -0.311 1.976 -4.015
21 H 1.630 2.328 -2.727
22 H 4.074 1.112 -3.245
23 H 4.376 -0.333 -2.256
24 H 4.904 1.230 -1.654
25 H 5.822 -0.616 1.353
26 H 7.494 -2.105 2.458
27 H 6.957 -4.494 2.827
28 H 4.771 -5.386 2.087
29 H 3.128 -3.857 0.961
30 C 0.099 -1.020 4.769
31 S 0.238 -0.315 3.121
32 C -0.570 1.256 3.356
33 O -1.265 -1.646 1.831
34 H -0.950 -1.096 5.055
35 H 0.645 -0.442 5.519
36 H 0.529 -2.020 4.720
37 H 0.042 1.935 3.953
38 H -1.542 1.100 3.828
39 H -0.720 1.661 2.359
40 C 3.511 4.345 2.745
41 N 2.374 5.201 2.496
42 C 2.214 6.519 2.878
43 C 1.009 6.920 2.422
44 N 0.442 5.846 1.766
45 C -0.843 5.806 1.106
46 C 1.281 4.762 1.799
47 Se 0.982 3.135 1.059
48 H 4.259 4.907 3.303
49 H 3.921 3.989 1.799
50 H 3.198 3.464 3.306
51 H 2.970 7.044 3.435
52 H 0.505 7.867 2.502
53 H -1.317 6.781 1.209
54 H -1.463 5.025 1.547
55 H -0.713 5.546 0.055
56 O -0.573 1.070 -0.343
57 C -2.939 -3.659 0.590
58 C -1.465 -3.546 0.812
59 C -0.617 -4.678 1.292
60 O -0.870 -2.514 0.499
61 H -3.318 -4.652 0.831
62 H -3.130 -3.415 -0.459
63 H -3.470 -2.906 1.165
64 H -1.171 -5.591 1.503
65 H -0.111 -4.327 2.191
66 H 0.152 -4.868 0.540
67 F -8.695 -1.074 -2.610
68 C -7.620 -1.298 -3.400
69 C -6.440 -0.714 -3.128
70 N -5.334 -0.876 -3.913
71 C -4.074 -0.262 -3.459
72 C -3.562 -0.942 -2.132
73 O -4.478 -1.335 -1.365
74 O -2.339 -0.949 -2.025
75 C -5.357 -1.720 -4.995
76 O -4.417 -1.936 -5.734
77 N -6.589 -2.324 -5.220
78 C -7.783 -2.180 -4.522
79 O -8.798 -2.756 -4.883
80 H -6.301 -0.091 -2.258
81 H -4.294 0.783 -3.230
82 H -3.343 -0.318 -4.258
83 H -6.614 -2.935 -6.021

Calculated values
* ΔE to the lowest compared entry with this formula, charge and spin: 193.8 kcal per mole
* 2S+1: 1
* E: -5754.4165 a.u.
* HOMO-LUMO gap: 5.2 eV
* total charge: -2

These are the Löwdin partial charges, in e, on atoms 1 to 2:
1. Sc 0.743
2. C -0.032

=====

A structure of composition C28H36MnN4O9PSi. Source: OMol25; level of theory: the ωB97M-V functional and the def2-TZVPD basis.

CARTESIAN COORDINATES (ANGSTROEM)
1 Mn 0.787 -0.049 -0.944
2 O 4.772 -1.228 -1.543
3 C 3.564 -1.151 -1.456
4 N 2.761 -0.065 -1.636
5 C 3.261 1.063 -2.238
6 O 4.190 1.147 -3.010
7 C 2.494 2.308 -1.871
8 C 3.114 3.543 -1.919
9 C 2.429 4.638 -1.431
10 C 1.142 4.465 -0.938
11 C 0.592 3.202 -0.974
12 N 1.250 2.137 -1.438
13 C 2.793 -2.387 -1.049
14 C 3.363 -3.642 -1.171
15 C 2.623 -4.743 -0.785
16 C 1.354 -4.552 -0.255
17 C 0.871 -3.262 -0.160
18 N 1.568 -2.200 -0.570
19 H 4.120 3.603 -2.309
20 H 2.895 5.616 -1.418
21 H 0.574 5.290 -0.529
22 H -0.414 3.034 -0.622
23 H 4.371 -3.715 -1.556
24 H 3.032 -5.742 -0.882
25 H 0.751 -5.382 0.087
26 H -0.095 -3.060 0.285
27 O 2.903 1.737 1.100
28 C 2.074 0.971 1.540
29 O 1.166 0.301 0.874
30 C 1.968 0.740 3.024
31 C 3.082 0.991 3.817
32 C 3.028 0.793 5.190
33 C 1.849 0.360 5.783
34 C 0.755 0.141 4.971
35 C 0.785 0.310 3.603
36 N -0.520 -0.294 5.599
37 O -1.550 -0.063 4.993
38 O -0.466 -0.772 6.713
39 H 3.984 1.347 3.336
40 H 3.901 0.977 5.803
41 H 1.768 0.193 6.848
42 H -0.087 0.102 2.999
43 C -2.610 2.979 0.595
44 Si -2.912 1.745 -0.776
45 C -2.286 2.308 -2.434
46 C -4.709 1.303 -0.883
47 H -2.362 3.967 0.192
48 H -1.793 2.675 1.258
49 H -3.510 3.085 1.208
50 H -2.362 3.397 -2.535
51 H -2.888 1.846 -3.222
52 H -1.248 2.016 -2.605
53 H -5.212 1.448 0.076
54 H -4.848 0.266 -1.200
55 H -5.185 1.951 -1.627
56 C -2.538 -3.454 -0.646
57 C -2.122 -2.414 -1.663
58 O -2.559 -1.101 -1.258
59 P -1.666 -0.133 -0.309
60 O -1.936 -0.582 1.229
61 C -3.274 -0.576 1.772
62 C -3.276 -1.406 3.028
63 O -0.006 -0.453 -2.501
64 C 0.211 -0.972 -3.795
65 C 1.182 -0.167 -4.630
66 H -2.156 -4.434 -0.944
67 H -3.627 -3.518 -0.573
68 H -2.147 -3.219 0.348
69 H -2.603 -2.598 -2.621
70 H -1.049 -2.399 -1.832
71 H -3.970 -0.974 1.033
72 H -3.551 0.462 1.986
73 H -2.991 -2.435 2.805
74 H -4.280 -1.414 3.458
75 H -2.584 -1.004 3.771
76 H -0.767 -0.984 -4.284
77 H 0.547 -2.015 -3.738
78 H 0.800 0.843 -4.802
79 H 1.331 -0.650 -5.600
80 H 2.151 -0.091 -4.141

Calculated values
* 2S+1: 5
* E: -3766.6822 a.u.
* HOMO-LUMO gap (spin up / spin down): 8.2 / 8.6 eV

These are the Löwdin partial charges, in e, on atoms 1 to 2:
1. Mn 0.837
2. O 0.101

=====

Question: The lowest E belongs to which entry?
Answer: C28H36As2CrSi

=====

Question: 2S+1 of number 5 (C28H36FN6O9SScSe)?
Answer: 1